Density functional theory data (ωB97M-V/def2-TZVPD) for a molecular structure, C25H42F6NO13V at a distorted geometry.

Calculated values
spin multiplicity = 1
HOMO level = 1.601 eV
orbital gap = 2.32 eV
total charge = -2
energy above the lowest of the compared OMol25 structures with the same formula, charge and spin = 5.2 kcal per mole

Geometry as XYZ:
```
88
Properties=species:S:1:pos:R:3:forces:R:3
O 0.266928 0.609129 1.317122 0.9 0.6 -0.1
V 0.335039 1.410086 -0.034242 -5.1 -3.1 -2.6
O 1.723256 2.027409 -0.399102 2.3 1.1 0.4
C -1.966059 3.099142 -0.303294 -0.2 -1.4 -2.4
O -0.678765 3.604541 0.068817 1.0 -0.7 0.9
O -1.910832 1.749062 -0.367446 1.7 1.7 1.3
C -3.155234 3.685129 0.493137 0.7 -1.2 -0.2
F -4.276218 3.114419 0.030785 -0.1 0.5 0.1
F -3.105648 3.456652 1.807322 0.0 0.3 0.2
F -3.249865 5.028682 0.301539 -0.3 0.1 0.2
C -0.239707 4.929933 -0.228747 0.2 -0.7 0.9
C 1.149344 5.122257 0.390552 -0.6 0.5 -0.6
H 1.310927 6.198911 0.271741 0.3 0.0 0.5
H 1.151690 4.790079 1.425855 0.1 0.2 0.1
H 1.959108 4.624641 -0.138407 -0.2 -0.3 -0.1
H -0.962160 5.571227 0.275875 0.2 0.5 -0.3
H -0.187321 5.145371 -1.298290 -0.3 -0.2 -0.1
H -2.100148 3.496255 -1.327514 -0.4 0.5 -0.2
C 0.512294 0.137243 -2.824256 0.0 -0.4 2.9
O 0.298041 1.547163 -2.821472 1.1 -0.1 -1.5
O 0.366073 -0.273384 -1.529182 -0.7 1.5 0.5
C -0.491774 -0.484154 -3.826945 -1.2 0.0 0.6
F -0.718074 -1.792440 -3.614326 0.4 0.7 -0.4
F -1.692161 0.146213 -3.774326 0.7 -0.5 -0.2
F -0.047642 -0.328046 -5.124521 0.0 -0.3 0.4
C 0.836112 2.243850 -3.936271 -1.1 0.7 -0.6
C 1.153920 3.631624 -3.454585 0.4 1.2 0.5
H 0.265019 4.243532 -3.277131 -0.3 -0.4 0.1
H 1.678831 3.594638 -2.496459 0.1 -0.1 -0.1
H 1.727615 4.274457 -4.131655 0.2 -0.5 -0.3
H 0.078112 2.340664 -4.727270 -0.2 -0.1 0.1
H 1.651022 1.770276 -4.492544 0.4 -0.3 0.8
H 1.538212 -0.190506 -3.052111 0.2 0.6 -1.2
C -3.707335 -4.842104 -0.234180 0.5 -0.5 -0.9
C -4.320974 -3.393407 -0.136123 0.5 -0.7 1.6
C -5.571639 -3.447591 0.766056 -1.0 0.1 -1.3
C -5.255469 -3.731277 2.203894 0.6 -0.6 0.1
C -4.065486 -2.889052 2.703664 0.4 -0.8 0.8
C -2.817991 -2.652695 1.778083 -1.8 -0.7 -1.1
N -3.413919 -2.417997 0.449034 -0.7 1.4 0.8
O -2.635731 -1.723201 -0.438421 0.9 -0.6 -0.4
C -1.783535 -3.835203 1.825386 0.5 1.0 0.4
C -2.149493 -1.401474 2.384416 -0.4 -0.1 -0.7
C -4.823134 -2.954850 -1.490181 0.7 -0.4 -0.9
H -3.639891 -5.471743 0.657030 -0.4 0.5 0.3
H -2.665812 -4.789418 -0.565441 -0.1 0.4 -0.2
H -4.189478 -5.491301 -0.980880 -0.3 0.2 0.0
H -6.313898 -4.106444 0.282264 0.3 -0.8 0.5
H -6.111921 -2.517821 0.556457 0.4 0.5 0.8
H -4.972532 -4.784213 2.343832 0.2 -0.1 -0.5
H -6.116830 -3.719192 2.881645 -0.1 0.8 -0.1
H -3.693847 -3.451124 3.576267 0.1 0.3 0.3
H -4.402512 -1.919675 3.070166 0.0 0.1 -0.2
H -1.236855 -4.027997 0.901905 -0.5 0.3 -0.4
H -2.218722 -4.766493 2.187356 0.2 0.0 0.3
H -0.995068 -3.409232 2.458120 0.1 -0.8 0.6
H -1.156309 -1.221028 1.971808 -0.2 0.1 0.0
H -2.114671 -1.518708 3.473832 0.3 -0.2 0.0
H -2.783663 -0.533126 2.201320 0.1 0.1 -0.3
H -5.362482 -2.009473 -1.459060 -0.1 -0.1 0.2
H -5.423253 -3.796394 -1.854998 -0.5 0.3 -0.1
H -4.032703 -2.818082 -2.230308 0.3 0.0 0.3
C 2.758311 -3.055104 3.153899 -0.6 -0.6 0.3
C 2.273275 -1.814740 3.869879 0.5 1.1 0.1
C 3.376621 -1.213328 4.776201 0.6 -1.6 -1.3
O 3.368576 0.166396 4.497189 0.5 0.6 2.6
C 2.621763 0.428925 3.450652 -0.7 -0.3 -3.7
O 2.554788 1.443338 2.826344 0.3 0.3 1.4
O 2.087620 -0.717890 2.946600 -0.1 -0.6 0.6
H 1.974427 -3.493146 2.535891 0.1 0.4 -0.4
H 2.971591 -3.873283 3.850726 0.1 0.3 0.3
H 3.677990 -2.859200 2.606252 -0.2 0.1 -0.2
H 1.319284 -1.929284 4.383729 0.0 -0.3 0.1
H 4.325065 -1.591537 4.377481 0.1 0.0 0.1
H 3.376274 -1.550874 5.810710 -0.5 0.8 0.3
C 5.600668 0.924812 -3.384483 0.4 -0.6 1.0
C 5.880860 2.194171 -2.577793 -1.6 -1.1 -1.4
C 5.287769 2.177860 -1.169217 1.4 -0.3 -0.2
O 6.346627 2.901890 -0.499602 0.0 0.8 0.9
C 7.469603 2.890866 -1.208980 2.0 -0.7 0.2
O 8.592380 3.143627 -0.844801 -1.1 0.5 0.4
O 7.280271 2.394552 -2.439575 -1.0 0.3 -0.1
H 6.000678 0.860464 -4.395502 -0.5 0.8 -0.2
H 4.539284 0.701494 -3.266128 -0.1 0.1 -0.7
H 6.101239 0.054304 -2.942597 0.0 0.3 0.5
H 5.364652 3.041156 -3.042300 0.7 0.2 -0.5
H 5.265047 1.187643 -0.708606 -0.3 0.1 -0.1
H 4.340551 2.703152 -1.091562 0.0 -0.1 0.2
```
Positions in Å, forces in eV/Å.

Here are the Mulliken charges for atoms 1 to 6, given in e: O -0.89; V 0.94; O -0.55; C 0.64; O -0.16; O -0.56

Density functional theory data (ωB97M-V/def2-TZVPD) for a molecular structure, C25H42FNOPtSi3 at a distorted geometry.

Calculated values
spin multiplicity = 3
HOMO level (spin up / spin down) = -6.881 / -7.609 eV
orbital gap (spin up / spin down) = 7.09 / 6.58 eV
total charge = 0

Geometry as XYZ:
```
74
Properties=species:S:1:pos:R:3:forces:R:3
Pt 10.809017 14.605426 7.548156 -2.1 0.3 -1.2
C 11.367506 16.663286 4.833534 -0.3 1.1 -0.5
Si 12.536556 15.287244 5.297457 0.1 -0.3 2.4
C 14.302310 15.363019 4.741127 0.2 0.1 -0.8
C 11.852292 13.769043 4.463526 -0.7 0.1 -1.3
C 12.628218 15.246930 7.285824 2.9 0.2 -0.9
Si 13.390887 13.756999 8.205362 0.1 -0.3 -0.4
C 12.610982 13.442035 9.905563 0.7 0.2 1.9
C 13.469073 11.993920 7.368944 -0.7 1.0 -0.3
C 15.161903 14.116983 8.575418 0.9 -2.1 -2.2
Si 12.913064 16.963105 8.129530 -1.5 -1.8 -0.8
C 13.390395 18.366520 6.966916 -0.2 0.5 1.8
C 13.881320 16.928050 9.734140 -1.4 0.8 0.3
C 11.048479 17.340332 8.554625 1.0 0.8 1.1
C 10.743908 18.535788 9.236362 -0.4 1.2 -0.2
C 9.396788 18.970208 9.292688 0.5 1.1 0.9
C 8.381611 18.087625 8.972242 1.6 -1.6 -0.1
C 8.809954 16.781371 8.638984 -0.2 -0.4 -1.7
N 10.081379 16.431115 8.258335 -1.4 2.7 2.0
H 10.513679 16.152500 4.332420 0.3 0.6 0.4
H 11.843265 17.350985 4.087692 -0.5 -0.4 0.5
H 10.993938 17.306913 5.684827 0.3 -0.9 -1.0
H 14.523981 16.205855 4.045143 0.3 -0.3 1.0
H 14.371939 14.475690 4.097507 0.3 0.0 0.2
H 14.937038 15.204618 5.640047 0.0 0.6 -0.9
H 10.791443 13.664387 4.721850 0.2 -0.4 0.2
H 12.402345 12.831182 4.506757 -0.1 0.0 0.5
H 11.815366 13.991261 3.366930 0.2 0.1 0.5
H 12.878399 14.151145 10.781477 -0.6 -0.7 -1.6
H 12.951866 12.467991 10.321717 0.0 0.3 -0.5
H 11.533869 13.347066 9.821909 0.0 0.4 0.2
H 12.616441 11.748211 6.723918 0.0 0.1 0.2
H 13.505426 11.247507 8.143131 -0.1 -0.3 0.5
H 14.349519 11.833815 6.761190 0.4 0.2 -0.2
H 15.772294 14.154756 7.617700 -0.6 0.2 1.2
H 15.482845 13.215688 9.091221 0.3 -0.3 0.1
H 15.363035 14.887273 9.231070 0.5 1.9 1.0
H 14.269123 18.156456 6.395697 0.5 -0.1 -0.5
H 13.630453 19.205292 7.676715 -0.2 -0.4 -0.8
H 12.532385 18.642133 6.359590 0.2 0.1 -0.1
H 14.913421 17.087019 9.552690 1.1 0.2 -0.1
H 13.754750 15.985060 10.244072 -0.1 -0.2 0.1
H 13.489502 17.725891 10.403828 0.4 -0.4 -0.4
H 11.538278 19.251710 9.663541 -1.1 -1.4 -1.0
H 9.146581 20.007727 9.671577 0.4 -1.3 -0.5
H 7.339397 18.330376 9.006812 -0.3 0.0 0.1
H 8.081123 15.983682 8.459257 0.1 0.4 0.1
C 4.330510 14.227713 7.008561 -0.9 0.4 1.5
C 4.990603 13.993800 5.656228 0.6 0.3 -0.1
C 6.000610 15.220361 5.538818 -0.3 -0.7 -0.8
O 6.063890 15.867324 6.777149 -0.1 -0.1 1.3
C 5.134986 15.327257 7.749313 1.4 -1.0 -1.3
H 4.273131 13.330783 7.654515 0.2 0.3 -0.5
H 3.301669 14.591856 6.988435 -0.1 -0.1 -0.6
H 4.276591 13.953532 4.792634 0.7 0.0 0.9
H 5.498933 13.012916 5.761291 0.0 0.7 -0.6
H 5.646064 15.990017 4.829463 0.1 -0.6 -0.1
H 7.029000 14.908284 5.248026 -0.6 0.1 0.1
H 4.557115 16.146663 8.091823 -0.8 0.7 0.4
H 5.705158 14.928573 8.596785 0.0 0.0 -0.1
F 8.536444 7.914988 9.370115 0.3 0.2 0.0
C 8.911362 9.147253 8.937784 -0.4 0.4 0.0
C 8.512347 9.557811 7.686520 0.2 0.1 -0.3
C 8.752705 10.894303 7.312861 0.7 -1.4 -0.4
C 9.393766 11.800432 8.131478 1.0 0.2 2.2
C 9.335134 13.280643 7.853168 -0.4 -2.2 1.4
C 9.949394 11.283615 9.393353 -1.6 1.4 -0.1
C 9.596012 10.004300 9.806672 0.3 -0.5 0.7
H 8.034999 8.864007 6.977836 0.2 0.3 0.5
H 8.626490 11.089824 6.260292 -0.6 0.6 -0.1
H 8.680964 13.414376 7.005017 -0.3 0.3 -0.5
H 8.923783 13.774097 8.749038 -0.3 -0.2 -0.1
H 10.392413 11.998446 10.166248 -0.6 -1.3 -1.4
H 9.778634 9.633409 10.848541 0.1 0.4 -1.1
```
Positions in Å, forces in eV/Å.

Here are the Mulliken charges for atoms 1 to 6, given in e: Pt 0.20; C -0.93; Si 0.86; C -1.19; C -1.26; C -0.12

Density functional theory data (ωB97M-V/def2-TZVPD) for a molecular structure, C25H43As3NO2PtSe2.

Calculated values
spin multiplicity = 1
HOMO level = -15.385 eV
orbital gap = 5.20 eV
total charge = +3
energy above the lowest of the compared OMol25 structures with the same formula, charge and spin = 0.0 kcal per mole

Geometry as XYZ:
```
77
Properties=species:S:1:pos:R:3:forces:R:3
Pt 1.120183 -1.043520 -0.793444 0.0 0.0 0.0
C -0.245986 -2.487320 2.423179 0.1 0.0 -0.1
As 0.654920 -0.967630 1.636935 0.1 0.2 0.2
C 2.293262 -0.860017 2.651157 0.0 -0.1 -0.1
C -0.198687 0.715130 2.108721 0.0 0.1 -0.2
C -1.639353 1.025189 1.659751 0.0 -0.1 -0.1
C -1.973889 2.394983 2.264523 0.0 0.1 0.0
C -1.733262 1.191149 0.133078 0.1 0.0 0.0
As -1.215239 -0.250388 -1.077071 -0.2 0.1 0.0
C -1.754798 0.414180 -2.825806 0.1 0.0 0.1
C -2.498951 -1.684163 -0.857408 0.0 -0.1 -0.1
C -2.595694 -0.054019 2.182026 -0.2 0.2 0.0
As -4.607823 0.060531 2.216940 -0.1 -0.2 0.0
C -5.102659 1.187851 0.680619 0.1 0.1 0.1
C -4.923846 1.317378 3.678580 0.1 0.0 -0.1
H -1.114232 -2.815342 1.860006 0.0 0.0 0.0
H -0.554284 -2.174445 3.420693 0.0 0.0 0.0
H 0.467053 -3.306507 2.512918 0.0 0.0 0.0
H 1.996309 -0.808508 3.699417 0.0 0.0 0.0
H 2.839430 0.043034 2.388321 0.0 0.0 0.0
H 2.917020 -1.736729 2.489887 0.0 0.0 0.0
H 0.501041 1.467731 1.726549 0.0 0.0 0.0
H -0.147689 0.761366 3.200091 0.0 -0.1 0.0
H -1.213570 3.136330 2.008059 0.0 0.0 0.0
H -2.032009 2.329442 3.351518 0.0 0.0 0.0
H -2.931714 2.760768 1.898217 0.0 0.0 0.0
H -1.145936 2.055168 -0.180815 0.0 0.0 0.0
H -2.768575 1.381526 -0.153593 0.0 0.0 0.0
H -2.622625 1.052228 -2.654991 0.0 0.0 0.0
H -2.063011 -0.416667 -3.457406 0.0 0.0 0.0
H -0.984929 0.985427 -3.336029 0.0 0.0 0.0
H -3.493039 -1.240371 -0.796177 0.0 0.0 0.0
H -2.311696 -2.279291 0.030231 0.0 0.0 0.0
H -2.464105 -2.338294 -1.729157 0.0 0.0 0.0
H -2.375230 -0.239586 3.238713 0.0 0.0 0.0
H -2.419997 -0.999367 1.667205 0.1 0.0 0.0
H -4.893166 0.664737 -0.253808 -0.1 0.0 0.0
H -4.654284 2.181283 0.666137 0.0 0.0 0.0
H -6.183297 1.310293 0.750348 0.0 0.0 0.0
H -4.488156 0.904625 4.587414 0.0 0.0 0.0
H -6.004378 1.367718 3.805956 0.0 0.0 0.1
H -4.541879 2.320550 3.506533 0.0 0.0 0.0
C 3.389006 -1.859410 -3.335236 0.0 0.0 -0.1
Se 1.638602 -1.022083 -3.264071 -0.1 0.0 0.0
C 0.460606 -2.498148 -3.763167 -0.1 -0.1 0.1
C 0.611514 -3.728122 -2.901651 0.1 0.1 0.1
Se 0.332462 -3.360363 -0.970739 -0.1 -0.1 -0.3
C 1.774035 -4.504309 -0.326782 -0.2 0.1 0.1
H 3.607285 -2.022828 -4.388539 0.0 0.0 0.0
H 3.418970 -2.779209 -2.761779 0.0 0.0 0.0
H 4.090912 -1.139875 -2.919890 0.0 0.0 0.0
H 0.617270 -2.735652 -4.816143 0.1 0.0 0.0
H -0.536229 -2.067652 -3.674465 0.0 0.0 -0.1
H 1.601260 -4.176529 -2.963631 0.0 0.0 -0.1
H -0.124103 -4.482937 -3.181335 0.0 0.0 0.1
H 1.553442 -5.467623 -0.784846 0.1 0.0 0.0
H 1.675421 -4.578255 0.752696 0.0 0.0 0.0
H 2.742391 -4.107305 -0.604302 0.0 0.0 -0.1
O 5.036908 -1.336881 0.106895 0.0 0.1 0.1
C 3.912361 -0.995127 -0.100851 -0.1 -0.2 0.0
O 2.927805 -1.852315 -0.344249 0.0 0.1 -0.2
C 3.499590 0.454986 -0.128193 -0.1 -0.1 -0.1
C 4.396924 1.400905 0.351681 0.1 0.2 0.0
C 4.033827 2.723304 0.335447 0.0 -0.1 0.0
C 2.816695 3.090567 -0.264669 0.0 0.0 0.0
C 2.450167 4.452338 -0.415328 0.0 0.0 0.0
C 1.331980 4.800120 -1.114743 0.0 0.0 0.0
C 0.544900 3.792988 -1.709832 0.0 0.0 0.0
C 0.853236 2.469182 -1.548095 0.0 0.0 0.0
C 1.972368 2.078177 -0.796047 -0.1 0.1 -0.2
N 2.299796 0.747978 -0.644053 0.2 0.0 0.5
H 5.349247 1.051140 0.727342 0.0 0.0 0.0
H 4.686842 3.488732 0.736544 0.0 0.0 0.0
H 3.098125 5.209420 0.007510 0.0 0.0 0.0
H 1.068337 5.839904 -1.249228 0.0 0.0 0.0
H -0.303014 4.077602 -2.320207 0.0 0.0 0.0
H 0.279831 1.710823 -2.054063 0.0 0.0 0.0
```
Positions in Å, forces in eV/Å.

Here are the Mulliken charges for atoms 1 to 6, given in e: Pt 2.32; C -1.28; As 0.58; C -1.29; C -1.71; C 2.52